# 1
{"formula": "C4H6ClFO", "method": "wB97M-V/def2-TZVPD", "largest_force_ev_per_a": 7.3, "e_lumo_ev": 0.8, "relative_energy_kcal_mol": 53.1, "total_energy_ha": -791.195967, "symbols": ["C", "C", "C", "C", "H", "H", "H", "H", "H", "H", "O", "F", "Cl"], "xyz": [[-0.438, 0.698, -0.556], [-0.878, -0.653, -0.573], [-0.288, -0.695, 0.785], [0.641, 0.332, 0.431], [-2.038, 1.360, -0.228], [-0.180, 1.174, -1.500], [-0.505, -1.509, -1.285], [-0.892, -0.301, 1.554], [0.121, -1.601, 1.276], [0.686, 1.254, 1.141], [-1.226, 1.628, 0.202], [-2.188, -0.977, -0.080], [2.240, -0.159, -0.139]], "forces_ev_per_a": [[2.186, 5.366, -2.436], [-2.184, -6.452, 2.731], [2.884, -4.485, 3.030], [2.218, 4.537, 1.035], [-1.461, 0.910, 0.590], [0.171, 0.038, -0.257], [-0.816, 2.290, 0.965], [-1.364, 0.457, 0.291], [-0.126, 0.032, -0.746], [0.716, -1.845, -1.007], [-0.409, -1.265, -1.268], [-1.710, 0.372, -2.757], [-0.106, 0.045, -0.170]]}

***

# 2
{"formula": "C33H26N3O3PS4SbSc", "method": "wB97M-V/def2-TZVPD", "largest_force_ev_per_a": 0.3, "e_lumo_ev": 4.1, "relative_energy_kcal_mol": 8.8, "charge": -2, "total_energy_ha": -4598.494349, "symbols": ["Sc", "O", "C", "C", "C", "C", "C", "C", "C", "N", "N", "C", "O", "C", "C", "C", "C", "C", "C", "H", "H", "H", "H", "H", "H", "H", "H", "H", "H", "S", "Sb", "S", "S", "S", "O", "N", "C", "C", "C", "C", "C", "C", "C", "P", "C", "C", "C", "C", "C", "C", "C", "C", "C", "C", "C", "C", "H", "H", "H", "H", "H", "H", "H", "H", "H", "H", "H", "H", "H", "H", "H", "H"], "xyz": [[2.002, -0.153, -0.344], [2.309, 1.300, 1.093], [2.812, 1.483, 2.267], [3.367, 2.735, 2.620], [3.879, 2.958, 3.880], [3.856, 1.957, 4.856], [3.310, 0.731, 4.532], [2.794, 0.470, 3.259], [2.188, -0.813, 2.985], [1.778, -1.200, 1.836], [1.163, -2.448, 1.856], [0.747, -2.716, 0.650], [0.897, -1.951, -0.363], [0.037, -4.004, 0.416], [-0.557, -4.711, 1.457], [-1.247, -5.886, 1.195], [-1.335, -6.368, -0.106], [-0.731, -5.669, -1.143], [-0.055, -4.485, -0.886], [3.395, 3.499, 1.853], [4.310, 3.926, 4.115], [4.260, 2.138, 5.844], [3.274, -0.063, 5.272], [2.051, -1.498, 3.825], [-0.475, -4.320, 2.462], [-1.719, -6.429, 2.007], [-1.871, -7.289, -0.309], [-0.791, -6.043, -2.158], [0.408, -3.910, -1.679], [4.446, 1.607, -3.851], [3.805, -0.535, -3.198], [1.470, -0.545, -2.942], [4.330, -0.835, -0.880], [4.608, -2.206, -4.515], [3.038, 2.430, -1.287], [1.685, 2.299, -1.445], [1.203, 2.705, -2.546], [-0.210, 2.511, -2.895], [-0.639, 3.169, -4.049], [-1.936, 3.061, -4.515], [-2.840, 2.271, -3.824], [-2.428, 1.602, -2.682], [-1.124, 1.699, -2.196], [-0.681, 0.812, -0.635], [-1.381, 2.018, 0.569], [-0.485, 2.730, 1.361], [-0.950, 3.677, 2.269], [-2.309, 3.918, 2.392], [-3.210, 3.216, 1.596], [-2.748, 2.278, 0.689], [-1.876, -0.570, -0.599], [-1.950, -1.407, -1.714], [-2.695, -2.574, -1.666], [-3.350, -2.943, -0.498], [-3.254, -2.134, 0.624], [-2.521, -0.954, 0.574], [3.497, 2.318, -2.189], [1.845, 3.156, -3.301], [0.083, 3.763, -4.597], [-2.234, 3.579, -5.419], [-3.860, 2.160, -4.173], [-3.138, 0.968, -2.168], [0.576, 2.536, 1.258], [-0.239, 4.217, 2.882], [-2.669, 4.651, 3.104], [-4.274, 3.404, 1.685], [-3.454, 1.736, 0.072], [-1.390, -1.159, -2.609], [-2.728, -3.222, -2.534], [-3.900, -3.875, -0.455], [-3.733, -2.426, 1.550], [-2.434, -0.342, 1.464]], "forces_ev_per_a": [[-0.026, -0.224, 0.160], [0.001, -0.035, -0.125], [-0.005, -0.013, 0.036], [0.012, 0.017, 0.033], [-0.014, -0.016, -0.025], [0.015, 0.029, 0.018], [-0.025, -0.052, -0.022], [0.011, 0.066, -0.049], [0.005, -0.045, 0.035], [0.054, 0.018, 0.035], [-0.043, -0.084, 0.041], [0.071, 0.177, -0.048], [-0.023, -0.040, -0.006], [-0.024, -0.051, 0.001], [-0.021, -0.037, 0.000], [0.021, 0.031, 0.000], [0.005, 0.008, -0.017], [-0.006, -0.014, 0.016], [-0.003, 0.013, 0.007], [-0.009, -0.013, -0.009], [0.000, 0.001, 0.000], [-0.001, -0.004, 0.000], [0.003, 0.009, 0.003], [0.000, 0.005, 0.006], [0.004, 0.005, -0.005], [0.000, 0.000, 0.001], [0.001, 0.002, -0.001], [-0.001, -0.002, 0.001], [-0.002, 0.000, 0.005], [-0.007, 0.003, -0.004], [0.144, 0.020, -0.078], [-0.089, 0.070, 0.025], [-0.002, 0.023, 0.007], [0.003, -0.019, 0.010], [-0.061, 0.065, -0.010], [0.057, 0.102, 0.053], [-0.074, -0.028, -0.085], [-0.044, -0.049, 0.043], [0.022, 0.017, -0.028], [-0.002, -0.012, 0.021], [0.004, 0.008, -0.014], [0.008, -0.011, 0.015], [-0.007, 0.020, 0.024], [-0.053, 0.108, -0.047], [-0.018, -0.005, -0.008], [0.012, 0.021, -0.005], [0.015, -0.019, -0.016], [-0.007, -0.010, -0.013], [0.009, 0.013, 0.008], [0.018, -0.001, 0.001], [0.020, -0.022, -0.035], [-0.025, -0.025, 0.013], [0.035, 0.019, -0.011], [-0.013, 0.006, 0.020], [0.002, 0.004, -0.014], [0.015, 0.011, 0.002], [0.022, -0.040, -0.006], [0.020, -0.004, 0.007], [0.001, -0.001, 0.004], [0.004, 0.000, -0.001], [0.004, 0.004, -0.002], [0.009, 0.001, 0.010], [0.002, -0.012, 0.013], [-0.003, 0.000, 0.001], [-0.009, 0.000, -0.003], [0.000, -0.003, -0.002], [-0.003, 0.002, 0.011], [-0.001, -0.003, 0.000], [-0.001, 0.003, -0.001], [0.000, 0.001, 0.010], [-0.001, -0.009, -0.004], [-0.003, 0.001, -0.003]]}

***

# 3
{"formula": "H2", "method": "wB97M-V/def2-TZVPD", "largest_force_ev_per_a": 3.7, "e_lumo_ev": -1.5, "relative_energy_kcal_mol": 96.1, "total_energy_ha": -1.007809, "symbols": ["H", "H"], "xyz": [[-0.863, 0.132, 0.033], [0.863, -0.132, -0.033]], "forces_ev_per_a": [[3.668, -0.561, -0.139], [-3.668, 0.561, 0.139]]}

***

# 4
{"formula": "C21H26ClCoN4O4Se", "method": "wB97M-V/def2-TZVPD", "s2": 6.034, "largest_force_ev_per_a": 1.4, "e_lumo_ev": [4.6, 4.6], "spin_multiplicity": 5, "relative_energy_kcal_mol": 0.0, "charge": -2, "total_energy_ha": -5580.149447, "symbols": ["Co", "O", "C", "C", "N", "C", "N", "C", "C", "C", "N", "C", "H", "H", "H", "H", "H", "H", "H", "H", "H", "H", "H", "H", "H", "Se", "C", "C", "C", "C", "Cl", "C", "C", "C", "O", "C", "C", "O", "O", "H", "H", "H", "H", "H", "H", "H", "H", "C", "C", "C", "N", "C", "C", "H", "H", "H", "H", "H"], "xyz": [[1.188, -0.145, 0.259], [1.240, 1.426, 1.069], [-0.885, -1.077, 5.296], [0.091, -0.083, 4.705], [0.213, -0.347, 3.291], [-0.848, -0.674, 2.477], [-0.670, -0.633, 1.202], [-1.800, -0.927, 0.333], [-3.113, -0.553, 0.992], [-3.206, -1.283, 2.321], [-2.019, -1.019, 3.113], [-2.197, -0.939, 4.552], [-1.043, -0.885, 6.362], [-0.494, -2.090, 5.186], [1.079, -0.174, 5.167], [-0.272, 0.936, 4.900], [0.938, 0.134, 2.776], [-1.793, -1.993, 0.077], [-1.663, -0.374, -0.596], [-3.956, -0.821, 0.349], [-3.144, 0.528, 1.156], [-3.316, -2.362, 2.150], [-4.082, -0.952, 2.885], [-2.892, -1.728, 4.862], [-2.656, 0.024, 4.825], [1.272, -2.430, -0.695], [-1.698, 2.926, -5.173], [-1.471, 1.468, -4.885], [-2.487, 0.543, -5.104], [-2.286, -0.795, -4.822], [-3.594, -1.929, -5.112], [-1.085, -1.252, -4.312], [-0.067, -0.338, -4.093], [-0.260, 1.011, -4.367], [0.789, 1.873, -4.147], [0.688, 2.551, -2.876], [0.487, 1.540, -1.724], [-0.550, 1.684, -1.071], [1.419, 0.695, -1.593], [-2.436, 3.049, -5.968], [-0.772, 3.406, -5.491], [-2.064, 3.443, -4.285], [-3.443, 0.873, -5.491], [-0.943, -2.294, -4.063], [0.869, -0.652, -3.651], [-0.118, 3.287, -2.877], [1.636, 3.077, -2.744], [5.827, -0.609, 1.645], [5.442, -0.054, 0.434], [4.094, 0.032, 0.135], [3.134, -0.393, 0.957], [3.511, -0.928, 2.113], [4.833, -1.052, 2.501], [6.873, -0.696, 1.913], [6.173, 0.308, -0.277], [3.742, 0.456, -0.800], [2.712, -1.290, 2.758], [5.071, -1.498, 3.456]], "forces_ev_per_a": [[-0.613, 0.190, 0.077], [0.256, -0.387, 0.689], [0.014, -0.036, 0.128], [0.021, -0.006, -0.405], [0.257, -0.487, 0.469], [0.371, 0.521, -0.786], [-0.950, -0.227, 1.056], [0.116, -0.225, -0.072], [-0.043, -0.049, 0.025], [0.011, 0.091, -0.154], [-0.443, -0.333, 0.470], [-0.006, -0.049, -0.267], [-0.017, 0.013, -0.043], [0.016, -0.002, -0.067], [-0.065, 0.011, -0.060], [-0.008, 0.114, 0.094], [0.066, 0.578, -0.344], [0.108, 0.050, -0.025], [0.073, 0.013, 0.067], [-0.010, -0.034, 0.027], [0.004, 0.031, 0.038], [-0.014, -0.019, -0.017], [-0.037, 0.056, 0.120], [0.002, 0.019, -0.058], [-0.103, 0.053, 0.052], [0.038, -0.351, 0.026], [0.009, -0.025, -0.087], [-0.026, 0.046, 0.054], [-0.069, 0.029, -0.065], [0.132, 0.055, 0.050], [-0.042, -0.006, -0.021], [-0.029, -0.083, -0.032], [-0.034, 0.042, 0.037], [0.161, -0.227, -0.090], [-0.211, 0.323, -0.109], [0.412, -0.225, 0.011], [0.081, 0.667, -0.265], [-0.285, -0.281, -0.100], [0.072, 0.608, -0.438], [-0.047, -0.005, 0.021], [0.026, 0.003, 0.083], [0.031, 0.046, 0.011], [-0.007, 0.004, -0.032], [0.035, 0.011, 0.075], [0.022, -0.083, 0.137], [-0.192, -0.106, -0.088], [0.035, -0.090, -0.063], [-0.055, 0.045, -0.078], [0.100, -0.017, 0.079], [-0.166, 0.108, -0.177], [1.136, -0.172, -0.026], [-0.320, -0.114, 0.142], [0.107, -0.012, 0.057], [0.037, -0.011, 0.005], [0.010, 0.000, -0.028], [-0.027, -0.052, 0.010], [0.051, 0.019, -0.164], [0.009, -0.035, 0.050]]}

***

# 5
{"formula": "C4H12NS", "method": "wB97M-V/def2-TZVPD", "s2": 0.751, "largest_force_ev_per_a": 1.6, "e_lumo_ev": [0.7, 0.5], "spin_multiplicity": 2, "relative_energy_kcal_mol": 43.1, "total_energy_ha": -612.399952, "symbols": ["C", "C", "C", "C", "S", "N", "H", "H", "H", "H", "H", "H", "H", "H", "H", "H", "H", "H"], "xyz": [[-0.205, -1.801, -0.698], [-0.635, -0.791, 0.345], [-0.933, 0.591, -0.247], [0.196, 1.591, -0.662], [1.534, 2.054, 0.483], [0.402, -0.691, 1.401], [0.859, -1.842, -0.653], [-0.748, -2.725, -0.543], [-0.389, -1.498, -1.723], [-1.550, -1.112, 0.845], [-1.537, 1.193, 0.421], [-1.521, 0.514, -1.157], [0.537, 1.449, -1.684], [-0.370, 2.507, -0.789], [2.354, 2.559, -0.464], [0.414, -1.561, 1.985], [1.360, -0.578, 1.086], [0.233, 0.142, 2.053]], "forces_ev_per_a": [[-0.431, 0.301, -0.182], [-0.440, 1.102, -1.020], [0.986, 1.007, 0.214], [-0.884, 0.445, -0.619], [0.244, -0.337, 0.025], [-0.370, 0.170, 1.012], [0.798, -0.924, 0.032], [0.532, -0.515, 0.106], [-0.450, 0.401, -0.116], [0.136, -0.086, 0.141], [-0.247, -0.301, 0.562], [-0.197, -0.453, -0.129], [0.596, -0.671, 0.161], [-0.204, 0.323, 0.046], [-0.165, -0.035, 0.007], [-0.155, -0.174, 0.349], [0.419, 0.181, -0.599], [-0.167, -0.434, 0.010]]}